82
Properties=species:S:1:pos:R:3:forces:R:3:lowdin_charge:R:1 method="wB97M-V/def2-TZVPD" e_homo_ev="-15.60 / -15.60" fmax_ev_per_a=1.3 homo_lumo_gap_ev="4.46 / 4.49" multiplicity=2 charge=+3
Pt -0.49230 -0.33171 -0.35237 0.9 0.1 -1.0 0.845
O 0.10229 -2.37756 1.94023 -0.2 0.4 0.2 -0.331
N -1.04026 -1.83982 2.28134 0.1 0.1 -0.2 -0.048
O -1.43758 -0.93370 1.58280 -0.1 -0.4 0.2 -0.144
N -4.04633 -1.63566 -0.81083 0.1 -0.1 -0.1 0.184
C -3.27652 -2.74730 -0.96514 0.1 0.1 0.0 -0.622
N -3.93139 -3.90582 -1.17056 0.1 0.1 0.0 0.197
O -2.02713 -2.68380 -0.93298 -0.6 0.0 0.1 -0.114
H -5.04951 -1.68262 -0.76211 0.0 0.0 0.0 0.117
H -3.59770 -0.78207 -0.53159 0.0 0.0 0.0 0.082
H -4.93387 -3.97402 -1.19986 0.0 0.0 0.0 0.122
H -3.39802 -4.74616 -1.30370 0.0 0.0 0.0 0.122
C -0.85781 5.81053 0.70137 0.0 0.0 0.0 -0.017
O -1.74565 4.70309 0.49887 0.0 0.1 0.0 -0.070
C -1.82773 3.77178 1.46193 0.0 -0.1 0.1 -0.231
C -0.94565 3.65744 2.53355 0.0 0.0 0.0 -0.006
C -1.13912 2.67372 3.49304 0.0 0.0 0.1 -0.064
C -2.20656 1.79057 3.41206 0.0 0.0 0.0 -0.076
C -3.09358 1.90031 2.35430 0.0 0.0 0.0 -0.015
C -2.89577 2.86675 1.38311 0.0 0.0 0.0 -0.165
N -3.87734 3.02270 0.35282 0.0 0.0 0.0 0.168
C -3.72525 3.21658 -0.92711 0.1 0.0 0.0 0.055
C -2.55864 3.09360 -1.74424 -0.1 0.0 0.0 -0.130
C -2.54542 3.88409 -2.90918 0.0 0.0 0.0 0.007
C -1.43989 3.93910 -3.72571 0.0 0.0 0.0 -0.041
C -0.32047 3.17706 -3.39280 0.0 0.0 0.0 -0.031
C -0.32940 2.34894 -2.28578 0.1 0.0 0.1 -0.044
C -1.45489 2.24986 -1.46568 0.0 0.0 0.2 -0.347
O -1.54015 1.38980 -0.45890 -0.4 0.0 0.1 -0.278
H -1.05741 6.50140 -0.11044 0.0 0.0 0.0 0.105
H 0.18298 5.48570 0.65590 0.0 0.0 0.0 0.096
H -1.05924 6.29754 1.65559 0.0 0.0 0.0 0.110
H -0.13492 4.36422 2.64280 0.0 0.0 0.0 0.115
H -0.46416 2.62605 4.33952 0.0 0.0 0.0 0.116
H -2.37039 1.04815 4.18215 0.0 0.0 0.0 0.117
H -3.94988 1.23879 2.28326 0.0 0.0 0.0 0.130
H -4.82547 3.12040 0.69785 0.0 0.0 0.0 0.184
H -4.63144 3.54147 -1.43004 0.0 0.0 0.0 0.162
H -3.41517 4.48836 -3.14142 0.0 0.0 0.0 0.133
H -1.43443 4.57444 -4.59978 0.0 0.0 0.0 0.124
H 0.56644 3.23356 -4.01256 0.0 0.0 0.0 0.124
H 0.55125 1.77455 -2.01067 0.0 0.0 -0.1 0.082
C 3.23051 -3.57083 2.64179 0.0 -0.1 -0.1 -0.185
Si 2.71667 -3.73882 0.86943 0.2 0.2 0.2 0.529
C 1.35276 -4.98205 0.59711 0.0 0.1 -0.1 -0.170
C 4.09291 -3.70277 -0.36246 -0.1 -0.1 -0.1 -0.179
Ge 1.07911 -1.75504 0.41106 0.0 -0.9 0.2 0.779
Si 0.47221 -1.81113 -2.47883 -0.7 0.7 0.5 0.553
C 0.37236 -3.64966 -2.51070 0.3 0.0 0.0 -0.173
C 2.16701 -1.04207 -2.58697 0.0 -0.1 -0.3 -0.213
C -0.87117 -0.89010 -3.38210 0.1 -0.2 -0.2 -0.170
Si 2.99811 0.15143 1.84557 0.7 0.7 0.4 0.709
C 4.65162 -0.29086 1.19051 -0.1 -0.2 -0.1 -0.158
C 2.57020 -0.23683 3.58336 -0.2 -0.2 -0.1 -0.143
C 2.26338 1.68517 1.15964 -0.2 -0.2 -0.2 -0.168
H 3.46308 -4.57988 3.00080 0.0 0.0 0.0 0.068
H 2.42578 -3.19615 3.27201 -0.1 0.0 0.0 0.036
H 4.12993 -2.97413 2.78451 0.0 0.0 0.0 0.033
H 1.42302 -5.68882 1.43039 0.0 0.0 0.0 0.068
H 1.50159 -5.52468 -0.33798 0.0 0.0 0.1 0.051
H 0.33413 -4.59187 0.60517 0.0 0.0 0.0 0.030
H 4.73938 -4.55272 -0.10499 0.0 0.0 0.0 0.070
H 4.71110 -2.80849 -0.30202 0.0 0.0 0.0 0.026
H 3.77290 -3.84739 -1.39716 0.0 0.0 0.1 0.042
H 1.30188 -4.15337 -2.23115 -0.1 0.1 0.0 0.029
H 0.15103 -3.92144 -3.54989 0.0 0.0 0.0 0.070
H -0.45403 -3.98885 -1.89160 0.0 0.0 0.0 0.023
H 2.92604 -1.53234 -1.96974 -0.1 0.0 0.0 0.008
H 2.12917 0.02380 -2.35609 0.0 0.0 0.0 0.022
H 2.51242 -1.13179 -3.62537 0.0 0.0 0.0 0.068
H -1.67311 -0.52000 -2.73907 0.0 0.0 0.0 0.017
H -1.34764 -1.58402 -4.08251 0.0 0.0 0.0 0.065
H -0.46450 -0.05240 -3.94782 0.0 0.0 0.0 0.044
H 5.06353 -1.20672 1.61028 0.0 0.0 0.0 0.039
H 5.31038 0.53824 1.49202 -0.1 0.0 0.0 0.080
H 4.68088 -0.33766 0.10018 0.0 0.1 0.0 0.051
H 3.13579 -1.06611 3.99810 0.0 0.0 0.0 0.043
H 1.50402 -0.40188 3.75445 0.0 0.1 0.0 0.054
H 2.84257 0.67757 4.13129 0.0 0.0 0.0 0.079
H 2.45851 1.82973 0.09687 0.0 0.0 0.0 0.048
H 2.80169 2.47418 1.70948 0.0 0.0 0.0 0.079
H 1.19823 1.80045 1.36340 0.0 0.0 0.0 0.024

80
Properties=species:S:1:pos:R:3:forces:R:3:lowdin_charge:R:1 method="wB97M-V/def2-TZVPD" e_homo_ev=-8.50 fmax_ev_per_a=5.9 homo_lumo_gap_ev=7.56 multiplicity=1
Ti -0.06777 -0.20671 -0.91252 0.3 -2.3 0.2 0.765
C 3.83134 -2.00121 1.29788 0.1 -0.4 -0.2 -0.101
C 3.37874 -0.53451 1.20958 0.2 -0.1 0.5 -0.657
C 2.32554 -0.31611 2.30718 -0.5 0.1 0.1 -0.105
C 4.59114 0.37009 1.54898 0.1 0.2 0.0 -0.088
P 2.52053 -0.18671 -0.49532 1.3 1.4 0.0 1.161
C 2.50824 1.74169 -0.55872 0.4 0.2 -0.1 -0.258
N 1.19984 2.23559 -0.16422 -3.0 0.5 -0.2 -0.056
B -0.06447 1.96149 -0.91252 0.2 -0.8 0.5 -0.387
N -1.21007 2.18619 0.01868 2.9 0.3 -0.6 -0.055
C -2.57097 1.71879 -0.21222 -0.5 0.2 0.1 -0.263
P -2.62546 -0.19001 -0.49532 -0.9 1.4 1.2 1.158
C -4.33626 -0.36051 -1.35312 -0.3 -0.1 -0.7 -0.660
C -5.43946 0.55449 -0.77082 0.1 0.4 0.3 -0.090
C -4.12316 0.04179 -2.82702 0.6 0.0 -0.5 -0.107
C -4.81856 -1.82061 -1.33922 0.2 -0.5 0.1 -0.089
C -2.67286 -0.91631 1.28008 -0.1 -0.3 0.3 -0.661
C -3.95066 -0.59401 2.07218 -0.3 0.1 0.1 -0.091
C -1.47516 -0.36171 2.05918 -1.9 0.1 2.1 -0.117
C -2.48966 -2.44511 1.19458 0.2 -0.5 -0.3 -0.081
C -0.62207 2.84189 1.13268 -1.6 -0.2 0.3 -0.194
C -1.27156 3.39139 2.24008 0.9 0.3 0.3 -0.018
C -0.48597 3.97869 3.24608 0.4 -0.3 -0.6 -0.080
C 0.92033 4.00099 3.13958 -0.4 -0.3 -0.5 -0.081
C 1.56244 3.43609 2.02528 -0.8 0.3 0.5 -0.019
C 0.77013 2.86809 1.02688 1.5 -0.3 0.0 -0.192
C 3.64844 -0.70461 -1.96112 0.1 -0.4 -0.5 -0.678
C 5.10644 -0.25571 -1.81542 0.2 0.2 0.2 -0.097
C 3.07234 -0.10911 -3.26682 -0.5 0.4 0.0 -0.097
C 3.58364 -2.23891 -2.13222 -0.4 -0.5 0.3 -0.104
H 4.18904 -2.24091 2.32318 -0.3 0.3 -0.5 0.096
H 4.68814 -2.19221 0.62858 -0.5 0.0 0.2 0.068
H 2.99264 -2.68911 1.05598 0.6 0.3 0.1 0.098
H 2.75204 -0.50661 3.31628 -0.1 0.1 -0.6 0.102
H 1.47953 -1.01501 2.16778 0.4 0.3 0.1 0.074
H 1.94474 0.72209 2.29018 0.0 -0.4 0.1 0.072
H 5.03004 0.06299 2.52328 -0.4 0.0 -0.5 0.097
H 4.30964 1.42849 1.68638 0.0 -0.4 -0.2 0.064
H 5.40204 0.31389 0.80908 -0.3 0.0 0.2 0.065
H 2.67784 2.11389 -1.58142 0.0 -0.5 0.3 0.089
H 3.31414 2.19299 0.03188 -0.3 -0.2 0.1 0.079
H -2.91986 2.22369 -1.13422 -0.1 -0.5 0.5 0.095
H -3.24866 2.01059 0.61278 0.4 -0.1 -0.3 0.089
H -5.16516 1.62509 -0.84502 -0.1 -0.5 0.0 0.076
H -5.67986 0.33629 0.27908 0.1 0.1 -0.3 0.061
H -6.38186 0.42569 -1.34612 0.7 -0.1 0.2 0.098
H -3.78666 1.09459 -2.91632 -0.2 -0.5 0.0 0.080
H -5.06476 -0.06231 -3.40902 0.4 0.1 0.5 0.098
H -3.35296 -0.60571 -3.30002 -0.5 0.5 0.3 0.055
H -5.08036 -2.15011 -0.31932 0.2 0.1 -0.4 0.065
H -4.04196 -2.49551 -1.75922 -0.5 0.3 0.2 0.097
H -5.74186 -1.93221 -1.94842 0.6 0.2 0.2 0.099
H -4.11796 0.50029 2.13958 -0.1 -0.6 0.0 0.080
H -3.87036 -0.98811 3.10858 0.1 0.2 -0.6 0.096
H -4.83356 -1.08691 1.63088 0.3 0.3 0.1 0.069
H -1.59896 0.71649 2.24308 0.3 -0.3 -0.1 0.084
H -0.54526 -0.52801 1.48348 -1.9 -1.3 2.9 -0.057
H -1.38106 -0.84641 3.05538 -0.2 0.1 -0.6 0.119
H -3.31536 -2.94151 0.65888 0.3 0.2 0.2 0.074
H -2.44307 -2.89221 2.21148 0.0 0.4 -0.5 0.099
H -1.54456 -2.69271 0.66468 -0.6 0.0 0.3 0.066
H -2.34926 3.36999 2.32828 0.0 0.0 0.0 0.106
H -0.96487 4.41609 4.11288 0.0 0.0 0.0 0.097
H 1.51084 4.45429 3.92508 0.0 0.0 0.0 0.097
H 2.64084 3.45059 1.94708 0.0 0.0 0.0 0.103
H 5.16724 0.84219 -1.66172 0.2 -0.6 0.0 0.086
H 5.68234 -0.51401 -2.73062 -0.5 0.2 0.4 0.098
H 5.60154 -0.79071 -0.98632 -0.2 0.4 -0.3 0.065
H 3.14054 0.99189 -3.30132 0.0 -0.4 0.1 0.070
H 2.00813 -0.40321 -3.39622 0.6 0.1 -0.1 0.069
H 3.64004 -0.47731 -4.14912 -0.4 0.0 0.7 0.106
H 3.99214 -2.79251 -1.27532 0.0 0.3 -0.2 0.060
H 4.16524 -2.56031 -3.02342 -0.4 0.4 0.4 0.105
H 2.53083 -2.56811 -2.27112 0.8 0.1 -0.2 0.040
O -1.22867 -4.06681 -2.68022 1.2 1.2 1.0 -0.484
Se -0.41526 -2.63661 -2.65622 1.1 -3.4 -4.2 0.908
O -1.49027 -1.56641 -3.29382 1.2 1.1 1.5 -0.519
O -0.06777 -2.17241 -0.91252 0.1 1.2 -2.5 -0.632
O 1.04363 -2.75661 -3.76712 -3.5 0.9 3.8 -0.507
H -0.06777 -0.20671 0.84808 3.0 1.5 -4.9 0.028

84
Properties=species:S:1:pos:R:3:forces:R:3:lowdin_charge:R:1 method="wB97M-V/def2-TZVPD" e_homo_ev=-11.76 fmax_ev_per_a=6.8 homo_lumo_gap_ev=6.93 multiplicity=1 charge=+1
C 3.66282 -4.14841 0.46280 -0.4 -0.3 0.2 -0.060
C 2.57068 -4.60671 -0.67596 0.5 -0.6 0.4 -0.195
O 1.47159 -3.59206 -0.63575 -2.9 -2.9 -1.2 -0.071
B 0.25151 -4.32986 -1.07835 2.9 0.8 -2.3 -0.504
O 0.11046 -4.74591 -2.48845 -2.1 0.4 4.2 0.107
N -0.90943 -4.63710 -0.11995 -2.5 1.5 0.8 0.079
C -1.13098 -5.79425 0.82889 -5.2 4.2 0.4 0.076
C -2.59543 -5.43532 1.48553 4.8 1.4 -3.9 0.067
N -3.01388 -4.12478 0.82340 2.8 -0.5 -0.6 -0.063
C -4.35583 -3.43715 1.12716 -1.3 -0.5 -0.9 -0.159
C -5.10246 -3.21702 -0.35014 0.7 0.2 0.4 -0.095
C -1.99647 -3.54870 -0.18115 -0.4 -4.8 4.1 -0.070
N -2.06004 -2.27404 -0.99633 2.7 2.1 5.0 0.068
C -1.43927 -1.21933 -0.31471 2.8 -3.4 0.4 -0.420
S -0.16129 -0.39254 0.51695 -5.3 -2.7 -3.3 0.759
H 4.25295 -3.20875 0.07483 -1.1 -2.0 0.8 0.095
H 4.39497 -5.03481 0.74755 -1.5 2.0 -0.9 0.106
H 3.10286 -3.85002 1.47287 1.1 -0.7 -2.4 0.070
H 3.00819 -4.68627 -1.76670 -0.7 0.3 2.3 0.141
H 2.03296 -5.64184 -0.42921 1.6 1.8 -0.3 0.129
H -0.84049 -5.11327 -2.54204 2.2 0.6 -0.3 0.137
H -0.39464 -6.68637 1.01077 -1.6 2.2 -0.6 0.146
H -3.17394 -6.06327 2.29239 1.0 1.8 -2.0 0.141
H -4.23860 -2.42755 1.70723 0.0 -2.0 -1.2 0.128
H -4.98460 -4.21781 1.74211 1.4 1.6 -1.1 0.131
H -6.28891 -3.28955 -0.24847 2.8 0.2 -0.3 0.106
H -4.66059 -4.02369 -1.09243 -1.2 1.5 1.6 0.089
H -4.73330 -2.17479 -0.73400 -1.1 -2.0 0.7 0.058
O -4.37070 0.06288 0.83418 0.7 1.5 -0.6 0.038
C -4.30155 1.21271 0.40257 0.0 -0.7 0.6 -0.499
O -3.15477 1.91663 0.51748 -0.1 -1.1 0.0 -0.028
C -2.91629 3.19715 -0.09673 0.0 0.6 0.0 -0.220
C -3.48446 4.31717 0.75017 -0.3 0.1 0.1 -0.058
C -5.51265 1.88047 -0.17798 -0.2 -0.1 -0.7 0.014
H -3.28741 3.21158 -1.12609 -0.1 -0.1 0.1 0.118
H -1.82883 3.31193 -0.15988 -0.2 -0.3 0.1 0.124
H -4.56935 4.23076 0.86086 0.1 0.0 -0.1 0.070
H -3.25981 5.29082 0.30463 0.1 -0.2 0.1 0.062
H -3.06112 4.28646 1.76058 0.1 0.0 -0.3 0.096
H -6.14346 2.24767 0.63645 0.1 -0.1 -0.1 0.106
H -6.06977 1.14106 -0.76216 0.0 0.0 0.3 0.095
H -5.28454 2.69800 -0.85878 0.0 0.1 0.2 0.073
O -1.22345 6.36468 -0.19252 -0.7 1.8 -0.9 0.060
C -1.52824 7.32843 -0.89355 0.2 -1.2 0.8 -0.500
O -2.28837 8.32478 -0.39025 0.4 -0.4 0.5 -0.003
C -2.56080 9.56678 -1.06631 -0.1 0.1 -0.2 -0.224
C -3.71361 9.41253 -2.03675 -0.2 -0.2 -0.2 -0.068
C -1.13504 7.37015 -2.34040 0.6 0.3 -0.3 0.007
H -1.65594 9.96042 -1.53940 -0.1 -0.2 0.0 0.118
H -2.84020 10.28670 -0.28953 0.2 -0.4 0.0 0.127
H -3.48840 8.68322 -2.82040 0.0 0.2 0.0 0.067
H -3.94852 10.36901 -2.51311 0.0 -0.1 0.1 0.086
H -4.60718 9.04988 -1.51608 0.2 0.2 0.0 0.086
H -1.83250 6.75728 -2.91832 0.1 0.1 0.1 0.099
H -0.12536 6.95841 -2.43736 -0.3 -0.1 0.1 0.097
H -1.09711 8.37302 -2.76073 -0.2 0.0 0.0 0.071
O 5.82930 -4.21212 -2.64082 0.4 2.1 -0.6 0.067
C 5.89845 -3.06229 -3.07243 0.0 -1.5 0.8 -0.506
O 7.04523 -2.35837 -2.95752 0.1 -0.6 0.0 -0.002
C 7.28371 -1.07785 -3.57173 -0.1 0.2 0.0 -0.225
C 6.71554 0.04217 -2.72483 -0.2 0.1 0.2 -0.069
C 4.68735 -2.39453 -3.65298 -0.2 0.0 -0.7 0.003
H 6.91259 -1.06342 -4.60109 -0.1 0.0 0.1 0.116
H 8.37117 -0.96307 -3.63488 -0.2 -0.3 0.1 0.127
H 5.63065 -0.04424 -2.61414 0.1 0.1 -0.1 0.065
H 6.94019 1.01582 -3.17037 0.0 -0.1 0.0 0.084
H 7.13888 0.01146 -1.71442 0.0 0.0 -0.2 0.088
H 4.05654 -2.02733 -2.83855 0.1 0.0 -0.1 0.092
H 4.13023 -3.13394 -4.23716 0.0 0.0 0.3 0.096
H 4.91545 -1.57700 -4.33378 0.0 0.1 0.2 0.070
O 4.80124 -0.94485 5.39554 -2.4 -1.1 -0.4 0.088
C 3.62562 -1.27986 5.25820 2.0 0.9 0.2 -0.503
O 3.31679 -2.49644 4.75982 0.3 -0.4 0.1 -0.005
C 1.98734 -3.04812 4.71457 0.0 0.2 0.0 -0.222
C 1.23689 -2.55100 3.49629 0.0 0.2 -0.2 -0.077
C 2.51972 -0.31231 5.55909 -0.4 0.1 0.6 0.004
H 1.45341 -2.85732 5.65055 0.1 0.1 -0.1 0.118
H 2.10585 -4.13471 4.64372 0.3 0.2 0.1 0.125
H 1.11428 -1.46407 3.51188 -0.1 -0.1 0.1 0.060
H 0.24496 -3.00908 3.43977 0.1 0.0 0.0 0.080
H 1.78884 -2.79282 2.58090 -0.1 0.0 0.2 0.051
H 2.40120 0.36983 4.71251 0.0 -0.1 0.1 0.098
H 2.79366 0.26118 6.45041 0.1 0.0 -0.4 0.099
H 1.56546 -0.78514 5.78202 -0.1 0.0 -0.2 0.067